(1)
C3H10NSe | wB97M-V/def2-TZVPD

Summary:
Kohn-Sham gap (eV): 10.2
E_LUMO (Ha): -0.132
Largest force on an atom (hartree/bohr): 0.116
Spin multiplicity: 1
Charge: +1

```
15
C3H10NSe | the Open Molecules 2025 dataset | wB97M-V/def2-TZVPD
C 1.48019 1.17584 0.76603
C 0.16530 -0.82572 0.35027
C -1.63062 -1.12714 -0.29381
N 0.64977 0.41067 -0.24263
Se -2.28853 0.61471 -0.78736
H 0.90766 1.16789 1.74995
H 2.49617 0.66385 0.91809
H 1.62185 2.20340 0.39717
H 0.69995 -1.67061 -0.06452
H -0.03328 -0.80658 1.38913
H -2.03245 -1.47225 0.55864
H -1.42149 -1.91768 -1.07557
H -0.30855 0.97784 -0.49755
H 1.17874 0.18679 -1.05230
H -1.48471 0.41899 -2.11554
```


(2)
C3H10NSi | wB97M-V/def2-TZVPD

Summary:
Kohn-Sham gap (eV): 10.6
SMILES: C=C[C@@H]([NH3+])[SiH3]
E_LUMO (Ha): -0.136
Largest force on an atom (hartree/bohr): 0.087
Spin multiplicity: 1
Charge: +1

```
15
C3H10NSi | the Open Molecules 2025 dataset | wB97M-V/def2-TZVPD
C 1.12144 0.91551 2.01917
C 0.29244 0.92470 0.99139
C -0.06145 -0.22261 0.12817
N -1.51584 -0.55741 0.33294
Si 0.39893 -0.01420 -1.78048
H 1.33009 1.81516 2.56976
H 1.62764 0.02348 2.34245
H -0.18894 1.84971 0.69494
H 0.61146 -1.31300 0.39495
H -1.72608 -0.64506 1.33711
H -1.77053 -1.43081 -0.14116
H -2.08901 0.20775 -0.04849
H 0.79381 -1.35949 -2.18660
H -0.88409 0.35717 -2.38489
H 1.44088 0.99049 -1.87400
```


(3)
C3H10NSi | wB97M-V/def2-TZVPD

Summary:
Kohn-Sham gap (eV): 9.9
SMILES: C=CC[SiH2][NH3+]
E_LUMO (Ha): -0.147
Largest force on an atom (hartree/bohr): 0.112
Spin multiplicity: 1
Charge: +1

```
15
C3H10NSi | the Open Molecules 2025 dataset | wB97M-V/def2-TZVPD
C -2.08728 -0.12875 -0.15198
C -1.10990 -0.83180 -0.75153
C -0.02027 0.01489 -1.39201
N 0.72736 0.50308 1.42884
Si 1.60363 -0.06731 -0.32926
H -2.86880 -0.45022 0.46343
H -2.27427 0.96709 -0.27338
H -1.08121 -1.88162 -0.82621
H -0.50967 0.96280 -1.36037
H 0.47659 1.47070 1.30283
H 1.43519 0.35814 2.11933
H -0.01542 -0.06859 1.30673
H 2.54225 0.86199 -0.97820
H 2.21474 -1.14055 0.42135
H -0.01738 -0.24655 -2.39803
```